1.
C19H48GaN8O2P2S2 as an isolated structure. Source: OMol25; level of theory: ωB97M-V with the def2-TZVPD basis set.

Values from the calculation:
**E_HOMO**: -4.4 eV
**Gap between HOMO and LUMO**: 4.7608 eV

```
! RIJCOSX wB97M-V def2-TZVPD def2/J DEFGRID3
* xyz -1 1
S 2.61830 -2.34193 5.49880
C 3.00075 -2.31497 3.84262
S 2.13460 -3.54026 2.65922
C 0.42897 -2.71203 2.41637
C 0.52571 -1.21033 1.76722
C -0.52394 -0.25087 2.60096
Ga 0.46177 1.19068 3.73066
N 3.97556 -1.35552 3.16556
C 4.02948 0.13542 3.41670
C 5.22007 0.53392 2.35561
N 5.81599 -0.65520 1.59628
C 5.00630 -1.81378 2.14706
H -0.02508 -2.65805 3.51813
H -0.16904 -3.41989 1.70172
H 1.58211 -0.70972 1.81592
H 0.13651 -1.26132 0.64972
H -1.25893 -0.87380 3.30485
H -1.25375 0.34621 1.86853
H -0.48972 2.51045 3.82369
H 0.85488 0.59904 5.16988
H 1.75482 1.66438 2.89024
H 3.38332 0.78538 4.14504
H 5.57340 1.65075 2.19485
H 5.17426 -2.93148 1.80720
O -0.94248 4.68538 1.69510
P -1.52385 5.77454 0.76076
N -0.39887 5.42691 -0.50951
C 0.19736 6.39534 -1.44055
C -0.75914 4.23354 -1.28570
N -0.83689 7.01595 1.79683
C 0.31472 7.83541 1.43414
C -0.60180 6.61822 3.20495
N -2.19222 7.02668 -0.31340
C -2.61203 8.32585 0.26102
C -3.46036 6.48592 -0.86840
H -0.53004 6.81619 -2.13738
H 0.97453 5.91145 -2.04342
H 0.72000 7.20100 -0.93976
H -1.59506 4.43462 -1.96192
H -1.04654 3.41214 -0.62882
H 0.07810 3.87736 -1.89226
H 1.23981 7.25911 1.37603
H 0.45730 8.63892 2.18098
H 0.16961 8.38385 0.50398
H 0.30397 6.01250 3.31382
H -1.45931 6.05354 3.61105
H -0.50008 7.49738 3.85711
H -3.25727 8.19454 1.13599
H -3.16430 8.91909 -0.48238
H -1.78077 8.97445 0.53433
H -4.19473 6.32258 -0.06827
H -3.31056 5.52819 -1.37193
H -3.89822 7.16825 -1.60714
O -0.85581 -4.54543 -0.74149
P -1.00090 -5.65245 -1.81419
N 0.59176 -6.27261 -1.53336
C 1.49949 -6.84258 -2.53901
C 0.67701 -7.11593 -0.33423
N -0.91501 -4.43003 -3.07306
C 0.23701 -4.24041 -3.94836
C -1.32451 -3.06409 -2.66958
N -1.16770 -6.92514 -3.04741
C -1.86125 -6.61578 -4.31916
C -2.02108 -7.98855 -2.45620
H 1.14762 -7.79729 -2.93466
H 2.48667 -7.02366 -2.09825
H 1.70128 -6.16750 -3.36156
H 0.22930 -8.09919 -0.50516
H 0.16162 -6.65212 0.50722
H 1.71349 -7.27439 -0.02381
H 1.11369 -3.86787 -3.41548
H -0.01091 -3.51790 -4.74851
H 0.50343 -5.14092 -4.50074
H -0.53924 -2.55112 -2.10444
H -2.24597 -3.08443 -2.06164
H -1.56945 -2.44525 -3.54457
H -2.82576 -6.12628 -4.14814
H -2.04399 -7.53447 -4.89553
H -1.27444 -6.00234 -5.00159
H -3.02963 -7.60579 -2.25004
H -1.61577 -8.36027 -1.51240
H -2.10814 -8.85219 -3.12672
*
```


2.
C19H48GaN8O2P2S2 as an isolated structure. Source: OMol25; level of theory: ωB97M-V with the def2-TZVPD basis set.

Values from the calculation:
**E_HOMO**: -4.3 eV
**Gap between HOMO and LUMO**: 5.5916 eV

```
! RIJCOSX wB97M-V def2-TZVPD def2/J DEFGRID3
* xyz -1 1
S -3.73949 5.18351 0.71246
C -3.93148 3.70548 0.11335
S -3.30454 3.27459 -1.53717
C -1.46999 3.04778 -1.19283
C -1.13990 1.93769 -0.16014
C -0.01882 2.48968 0.79699
Ga -0.64542 2.79461 2.74101
N -4.56240 2.64152 0.79930
C -4.36298 2.29115 2.12273
C -5.17216 1.19616 2.24597
N -5.86694 0.88994 1.08960
C -5.46704 1.79884 0.23698
H -1.15139 4.02382 -0.81072
H -1.02176 2.79572 -2.15993
H -1.98924 1.61614 0.45236
H -0.70955 1.08307 -0.70364
H 0.42566 3.42208 0.40643
H 0.82704 1.78409 0.86674
H 0.61564 2.56116 3.72934
H -1.29897 4.26268 2.89906
H -1.69671 1.62133 3.09679
H -3.70838 2.78018 2.82789
H -5.25642 0.61534 3.15955
H -5.81698 1.86720 -0.78569
O 1.81654 -0.13793 4.67432
P 2.71451 -1.26165 5.10767
N 1.73827 -2.58449 4.53019
C 1.70893 -3.92422 5.08818
C 1.72647 -2.69101 3.07087
N 2.45065 -1.01061 6.82260
C 1.79674 -1.98781 7.67278
C 1.89848 0.29861 7.18338
N 4.09817 -2.32500 5.44695
C 4.91273 -2.06861 6.64872
C 5.06572 -2.17795 4.31937
H 2.64192 -4.48178 4.92778
H 0.90490 -4.49283 4.61293
H 1.46675 -3.93359 6.14475
H 2.66680 -3.11006 2.68017
H 1.57423 -1.71167 2.61500
H 0.91378 -3.33531 2.73170
H 0.73281 -2.11082 7.43450
H 1.87801 -1.67661 8.72082
H 2.28773 -2.96170 7.64908
H 0.82187 0.36178 6.99574
H 2.39053 1.10195 6.63979
H 2.07448 0.50027 8.24566
H 5.22745 -1.02547 6.72713
H 5.81020 -2.69535 6.61866
H 4.41073 -2.35002 7.56887
H 5.47106 -1.16155 4.27252
H 4.59258 -2.38656 3.35757
H 5.89825 -2.87418 4.42726
O -0.35133 1.09499 -4.36543
P -0.38064 0.57840 -5.78749
N -2.08210 0.80087 -6.01215
C -2.96980 0.01073 -6.84786
C -2.44788 2.20843 -6.20050
N -0.03427 -1.07462 -5.32083
C -0.99058 -2.15554 -5.48360
C 0.56578 -1.24196 -3.99433
N -0.10513 0.17975 -7.49690
C 0.87841 -0.86670 -7.83316
C 0.43090 1.40371 -8.16615
H -2.77693 0.13321 -7.92224
H -4.00201 0.31963 -6.66562
H -2.94927 -1.04468 -6.60088
H -2.21232 2.55071 -7.21982
H -1.93661 2.86340 -5.49379
H -3.51819 2.35969 -6.05319
H -1.85900 -2.05397 -4.82159
H -0.50425 -3.11263 -5.26437
H -1.33165 -2.26374 -6.51407
H -0.17296 -1.15925 -3.19044
H 1.35237 -0.51140 -3.81801
H 1.04430 -2.22364 -3.91988
H 1.83884 -0.71387 -7.33645
H 1.04893 -0.86889 -8.91446
H 0.52591 -1.86770 -7.60753
H 1.40941 1.68207 -7.76155
H -0.23558 2.25786 -8.02945
H 0.53659 1.24555 -9.23964
*
```


Compare the structures above. Which one is the most stable? 2 is.